Here is a molecular structure, H80O40 at a distorted geometry from the OMol25 dataset. Energies are from ωB97M-V/def2-TZVPD.

Calculated values
* ΔE to the lowest compared entry with this formula, charge and spin: 327.7 kcal/mol

The geometry in ORCA input format:
```
! RIJCOSX wB97M-V def2-TZVPD def2/J DEFGRID3
* xyz 0 1
H 3.37232 3.86804 2.41964
H 2.19762 3.01027 1.65188
O 2.44751 3.62994 2.35110
H -3.79368 1.83918 1.43818
H -4.75749 1.38011 0.32501
O -4.74005 1.67673 1.26262
H 3.15195 0.89548 -4.62422
H 2.56755 -0.54571 -4.97364
O 3.28897 0.07177 -5.08735
H 4.28009 -0.57079 -0.35120
H 3.35985 -1.36877 0.47063
O 3.44990 -1.08229 -0.44724
H 0.89864 3.90981 3.17094
H 0.66674 5.09784 4.21667
O 0.30761 4.26207 3.91324
H -2.38838 5.36829 -1.80720
O -2.18095 5.68785 -0.91661
H -1.23257 2.60039 1.79031
O -0.33301 2.26705 1.62053
H 0.87137 6.67739 0.80691
H 0.83149 6.03685 2.29396
O 1.35633 6.41488 1.58892
H 0.84700 -0.87926 -0.20166
H -0.62145 -0.91601 0.06106
O 0.14920 -1.51000 0.12765
H 1.41669 -5.75688 1.33906
H 0.14815 -6.46174 1.90756
O 1.08887 -6.28883 2.06991
H -3.16111 -3.21039 1.07756
H -2.25759 -2.51274 -0.12453
O -2.36038 -2.72751 0.80333
H -6.08417 0.24942 -2.65626
O -5.31510 0.78514 -2.46145
H -2.92807 -1.22216 -6.06599
H -3.10699 -0.10462 -4.97805
O -3.30233 -0.36295 -5.88037
H -5.68271 0.11239 -0.72249
H -5.73180 -0.86455 0.36614
O -5.08494 -0.45399 -0.21604
H 0.54287 0.44429 2.38305
H 0.06838 -1.03510 1.94286
O 0.74454 -0.49024 2.36468
H 0.29106 -3.10466 -1.02579
H 1.67427 -3.76680 -0.63759
O 0.73760 -3.95440 -0.86869
H -3.26069 3.84484 1.33856
H -4.64879 3.56909 0.55804
O -3.88559 4.14787 0.64305
H 1.16151 4.68717 0.83105
H -0.26219 4.16488 0.18031
O 0.69821 4.21514 0.12444
H 3.85028 2.97381 -3.18635
O 4.17792 2.39945 -2.49646
H 0.45007 -7.44482 0.49455
H -1.10958 -7.00624 0.39291
O -0.39915 -7.55035 0.05298
H -2.53719 1.08101 -0.82762
O -2.08096 1.46735 -0.04276
H -0.78024 3.25388 -3.21840
H -1.35170 2.08487 -2.49776
O -1.42600 2.55259 -3.34143
H 1.09947 -1.27659 4.02540
H 1.11051 -2.88180 4.64731
O 1.33001 -1.92005 4.71161
H 4.84630 -1.70515 1.94315
H 5.68720 -2.14418 0.72388
O 5.60664 -1.42034 1.35140
H 2.17239 0.29426 6.04789
H 2.87453 0.70838 4.72759
O 3.02439 0.35429 5.61007
H 0.49173 3.49803 -0.83946
H 0.37931 1.89385 -0.41024
O 0.15625 2.61030 -0.99699
H -1.94460 4.29035 3.37030
H -2.54698 2.95331 2.86421
O -2.37071 3.89856 2.60009
H -0.93677 -1.05108 -5.84680
H -0.97889 -2.12354 -4.81738
O -0.50172 -1.29556 -4.99297
H 1.08038 -1.05883 -2.20698
H 0.83119 0.37881 -2.53864
O 1.32580 -0.15052 -1.90318
H -3.43883 0.82098 2.96556
H -2.32603 1.50219 3.78054
O -2.59857 1.29912 2.87781
H 3.73640 -4.17229 -1.93023
H 3.72867 -2.62606 -1.71741
O 3.21872 -3.43319 -1.61020
H -2.25732 -5.54262 -0.88373
O -2.98025 -6.14992 -0.71226
H -3.92178 3.55842 -0.87554
H -3.21847 2.99526 -2.14125
O -4.09267 2.97102 -1.65288
H 5.13301 2.44107 -2.46061
H -3.01191 5.47989 -0.45972
H -2.09662 2.36609 -0.40988
H 0.08727 3.07634 1.26427
H -5.44399 1.70963 -2.69472
H -3.77587 -5.77784 -1.09381
O 0.47773 -4.08974 3.33681
H 1.06349 -4.82865 3.49489
H 0.03356 -4.17576 2.49123
O -3.89283 -1.11371 -1.65954
H -4.80435 -1.14956 -1.95979
H -4.20825 -0.43506 -0.99500
O 3.78792 -3.54992 3.59752
H 3.11883 -3.65915 4.25934
H 4.72617 -3.42285 3.57805
O 0.40706 -3.96243 -4.20328
H 0.71265 -4.61423 -3.52799
H 1.24936 -3.92932 -4.68149
O 5.18903 -1.76675 -3.39516
H 4.42187 -1.82993 -4.00367
H 4.76796 -1.05488 -2.89015
O 3.89164 -0.34625 2.72657
H 3.74886 0.55414 2.45514
H 3.36911 -0.83362 3.36819
O 2.83460 1.65405 -0.10190
H 1.92348 1.59848 -0.33588
H 3.41423 1.04926 -0.59222
*
```

Löwdin atomic charge list, values in e, 8 entries: H 0.08; H 0.03; O -0.03; H 0.00; H 0.03; O -0.08; H 0.02; H 0.03